No. 1
{
  "formula": "C50H70BrClF6O12S",
  "method": "ωB97M-V with the def2-TZVPD basis set",
  "symbols": ["C", "C", "Br", "C", "C", "C", "F", "C", "Cl", "C", "C", "C", "C", "O", "C", "C", "C", "C", "C", "C", "O", "C", "C", "S", "O", "O", "C", "F", "F", "C", "F", "F", "F", "C", "C", "O", "H", "H", "H", "H", "H", "H", "H", "H", "H", "H", "H", "H", "H", "H", "C", "C", "C", "O", "C", "H", "H", "H", "H", "H", "H", "H", "H", "C", "C", "C", "O", "C", "H", "H", "H", "H", "H", "H", "H", "H", "C", "C", "C", "O", "C", "H", "H", "H", "H", "H", "H", "H", "H", "C", "C", "C", "O", "C", "H", "H", "H", "H", "H", "H", "H", "H", "C", "C", "C", "O", "C", "H", "H", "H", "H", "H", "H", "H", "H", "C", "C", "C", "O", "C", "H", "H", "H", "H", "H", "H", "H", "H", "C", "C", "C", "O", "C", "H", "H", "H", "H", "H", "H", "H", "H"],
  "xyz": [[-2.012, -7.381, -4.665], [-3.406, -6.702, -4.576], [-4.463, -7.626, -3.163], [-3.297, -5.239, -4.106], [-2.877, -4.253, -5.176], [-3.460, -4.215, -6.421], [-4.433, -5.077, -6.750], [-3.104, -3.313, -7.391], [-3.857, -3.355, -8.959], [-2.148, -2.350, -7.165], [-1.561, -2.367, -5.931], [-1.896, -3.294, -4.961], [-1.140, -3.203, -3.649], [-0.685, -4.157, -3.052], [-0.956, -1.785, -3.160], [-1.118, -1.491, -1.832], [-0.987, -0.173, -1.426], [-1.204, 0.213, 0.010], [-2.714, 0.653, 0.016], [-2.964, 2.201, 0.088], [-3.176, 1.254, 1.181], [-0.690, 0.774, -2.383], [-0.526, 0.475, -3.713], [-0.198, 1.770, -4.890], [-1.080, 1.566, -6.003], [-0.467, 3.038, -4.269], [1.583, 1.666, -5.466], [2.119, 0.594, -4.863], [1.619, 1.575, -6.786], [2.406, 2.935, -5.067], [3.674, 2.702, -5.413], [1.942, 3.980, -5.746], [2.335, 3.191, -3.767], [-0.654, -0.846, -4.120], [-0.517, -1.335, -5.554], [0.358, -0.965, -6.309], [-1.931, -7.835, -5.659], [-1.194, -6.692, -4.457], [-1.991, -8.203, -3.947], [-3.984, -6.840, -5.484], [-2.678, -5.220, -3.211], [-4.306, -4.940, -3.782], [-1.894, -1.642, -7.945], [-1.359, -2.303, -1.157], [-0.640, 1.094, 0.342], [-1.211, -0.623, 0.715], [-3.402, 0.061, -0.592], [-3.735, 2.215, -0.677], [-1.955, 2.580, -0.007], [-0.605, 1.819, -2.086], [2.378, 0.857, 3.580], [1.022, 0.702, 4.257], [0.186, 1.728, 3.514], [0.723, 1.815, 2.184], [1.982, 1.130, 2.140], [3.023, -0.017, 3.684], [2.901, 1.718, 3.990], [0.629, -0.303, 4.078], [1.042, 0.871, 5.333], [0.269, 2.717, 3.977], [-0.866, 1.456, 3.464], [1.841, 0.196, 1.582], [2.714, 1.744, 1.612], [-4.410, 0.238, 6.138], [-4.730, 1.135, 4.950], [-3.444, 1.931, 4.805], [-2.381, 1.080, 5.251], [-2.936, -0.063, 5.911], [-5.023, -0.661, 6.190], [-4.540, 0.794, 7.070], [-4.895, 0.525, 4.058], [-5.606, 1.765, 5.097], [-3.454, 2.823, 5.441], [-3.256, 2.240, 3.775], [-2.805, -0.931, 5.255], [-2.394, -0.245, 6.840], [1.485, -7.627, -0.614], [1.069, -6.441, -1.474], [1.338, -6.961, -2.875], [1.134, -8.378, -2.832], [1.032, -8.801, -1.469], [1.039, -7.628, 0.380], [2.572, -7.642, -0.500], [0.002, -6.244, -1.345], [1.613, -5.524, -1.251], [2.375, -6.776, -3.175], [0.679, -6.519, -3.620], [-0.014, -9.057, -1.269], [1.642, -9.693, -1.318], [2.710, 6.069, 2.748], [3.780, 5.551, 1.798], [4.327, 4.359, 2.566], [3.243, 3.839, 3.348], [2.159, 4.777, 3.332], [1.945, 6.673, 2.261], [3.171, 6.671, 3.535], [3.319, 5.217, 0.866], [4.541, 6.285, 1.554], [5.126, 4.659, 3.253], [4.710, 3.575, 1.910], [1.364, 4.364, 2.702], [1.771, 4.902, 4.345], [4.973, 8.640, -2.328], [3.546, 8.158, -2.546], [3.383, 7.148, -1.421], [4.210, 7.598, -0.342], [5.072, 8.642, -0.810], [5.181, 9.615, -2.768], [5.678, 7.919, -2.749], [2.848, 8.988, -2.409], [3.372, 7.728, -3.532], [3.732, 6.155, -1.725], [2.351, 7.063, -1.078], [4.717, 9.589, -0.390], [6.087, 8.463, -0.454], [4.147, 0.714, 6.773], [4.108, 2.236, 6.783], [3.588, 2.522, 8.184], [4.048, 1.454, 9.019], [4.569, 0.402, 8.201], [4.825, 0.296, 6.030], [3.146, 0.317, 6.583], [5.119, 2.635, 6.669], [3.484, 2.667, 6.000], [2.492, 2.524, 8.208], [3.945, 3.473, 8.580], [5.660, 0.403, 8.301], [4.189, -0.557, 8.555], [-5.160, -3.488, 0.323], [-5.936, -3.542, -0.985], [-5.049, -2.724, -1.910], [-3.702, -2.905, -1.452], [-3.722, -3.539, -0.165], [-5.402, -4.295, 1.013], [-5.350, -2.538, 0.830], [-5.995, -4.575, -1.340], [-6.949, -3.150, -0.913], [-5.288, -1.656, -1.849], [-5.125, -3.037, -2.952], [-3.381, -4.573, -0.292], [-3.030, -3.026, 0.506]],
  "mol_weight_g_mol": 1124.51,
  "e_homo_ev": -9.29,
  "total_energy_ev": -187254.8644,
  "smiles": "C[C@@H](Br)Cc1c(F)c(Cl)cc2c1C(=O)c1cc(C[C@@H]3CO3)cc(S(=O)(=O)C(F)(F)C(F)(F)F)c1C2=O.C1CCOC1.C1CCOC1.C1CCOC1.C1CCOC1.C1CCOC1.C1CCOC1.C1CCOC1",
  "lumo_ev": -0.98,
  "homo_lumo_gap_ev": 8.308
}


No. 2
{
  "formula": "C50H76N6O3SSeSr",
  "method": "ωB97M-V with the def2-TZVPD basis set",
  "symbols": ["Sr", "C", "C", "C", "C", "C", "C", "C", "Se", "C", "C", "C", "C", "C", "C", "O", "C", "C", "C", "C", "C", "C", "C", "C", "C", "O", "C", "C", "C", "C", "C", "C", "H", "H", "H", "H", "H", "H", "H", "H", "H", "H", "H", "H", "H", "H", "H", "H", "H", "H", "H", "H", "H", "H", "H", "H", "H", "H", "H", "H", "H", "H", "H", "H", "H", "H", "H", "H", "H", "H", "H", "H", "C", "N", "C", "C", "N", "C", "C", "C", "C", "C", "C", "C", "C", "C", "N", "C", "N", "C", "C", "N", "C", "C", "C", "N", "C", "C", "H", "H", "H", "H", "H", "H", "H", "H", "H", "H", "H", "H", "H", "H", "H", "H", "H", "H", "H", "H", "H", "H", "H", "H", "H", "H", "H", "H", "H", "H", "C", "S", "C", "O", "H", "H", "H", "H", "H", "H"],
  "xyz": [[0.145, -1.658, -0.001], [0.485, 2.122, 7.387], [-0.321, 2.600, 6.173], [-1.776, 2.838, 6.597], [0.260, 3.934, 5.708], [-0.271, 1.535, 5.076], [0.289, 1.756, 3.825], [0.312, 0.750, 2.877], [0.963, 1.162, 1.121], [-0.649, 1.949, 0.413], [-0.899, 3.280, 0.695], [-2.047, 3.903, 0.227], [-2.924, 3.120, -0.518], [-2.732, 1.778, -0.821], [-1.532, 1.161, -0.368], [-1.211, -0.072, -0.661], [-3.813, 1.089, -1.665], [-5.200, 1.467, -1.124], [-3.773, -0.441, -1.701], [-3.686, 1.597, -3.107], [-2.381, 5.366, 0.513], [-2.505, 6.137, -0.808], [-3.714, 5.450, 1.269], [-1.310, 6.043, 1.363], [-0.200, -0.546, 3.127], [-0.055, -1.480, 2.217], [-0.837, -0.765, 4.379], [-0.818, 0.277, 5.302], [-1.539, -2.065, 4.807], [-0.630, -2.827, 5.782], [-1.931, -3.015, 3.670], [-2.844, -1.718, 5.540], [0.449, 2.859, 8.190], [1.528, 1.960, 7.117], [0.092, 1.185, 7.775], [-1.831, 3.623, 7.352], [-2.220, 1.940, 7.020], [-2.383, 3.139, 5.744], [0.186, 4.667, 6.512], [-0.276, 4.331, 4.847], [1.312, 3.844, 5.438], [0.702, 2.721, 3.572], [-0.182, 3.830, 1.286], [-3.824, 3.594, -0.889], [-5.298, 1.183, -0.077], [-5.971, 0.943, -1.689], [-5.410, 2.532, -1.203], [-3.847, -0.870, -0.703], [-2.873, -0.826, -2.166], [-4.636, -0.779, -2.279], [-3.772, 2.682, -3.153], [-4.466, 1.163, -3.737], [-2.719, 1.317, -3.524], [-3.283, 5.713, -1.440], [-1.570, 6.105, -1.366], [-2.758, 7.182, -0.621], [-4.528, 5.031, 0.681], [-3.961, 6.489, 1.492], [-3.664, 4.899, 2.207], [-0.338, 6.042, 0.869], [-1.193, 5.560, 2.332], [-1.588, 7.083, 1.543], [-1.267, 0.097, 6.269], [0.295, -3.126, 5.296], [-1.128, -3.728, 6.143], [-0.372, -2.210, 6.642], [-1.081, -3.445, 3.158], [-2.543, -2.513, 2.922], [-2.528, -3.821, 4.105], [-2.679, -1.193, 6.480], [-3.382, -2.637, 5.776], [-3.487, -1.098, 4.917], [1.349, 2.243, -2.170], [1.891, 1.851, -3.450], [2.941, 2.686, -3.978], [1.525, 0.661, -3.996], [1.048, -0.268, -3.228], [0.098, -1.158, -3.703], [-0.891, -0.735, -4.571], [-1.947, -1.566, -4.967], [-2.046, -2.833, -4.475], [-1.061, -3.320, -3.585], [-1.182, -4.640, -3.074], [-0.245, -5.155, -2.237], [0.873, -4.375, -1.890], [1.032, -3.098, -2.355], [2.109, -2.307, -1.906], [3.331, -2.674, -2.091], [4.338, -1.983, -1.446], [5.576, -1.696, -2.148], [3.984, -0.935, -0.509], [3.809, -3.680, -2.927], [3.134, -4.115, -4.127], [4.734, -4.662, -2.401], [0.033, -2.505, -3.204], [1.760, 0.553, -5.366], [1.252, 1.562, -6.269], [1.927, -0.752, -5.956], [2.126, 2.248, -1.399], [0.575, 1.540, -1.881], [0.921, 3.247, -2.229], [3.676, 2.884, -3.191], [2.556, 3.651, -4.324], [3.436, 2.187, -4.809], [-0.870, 0.293, -4.907], [-2.702, -1.177, -5.638], [-2.875, -3.475, -4.739], [-2.048, -5.220, -3.361], [-0.348, -6.152, -1.832], [1.635, -4.793, -1.247], [5.689, -2.340, -3.015], [6.432, -1.839, -1.484], [5.580, -0.653, -2.489], [3.111, -1.210, 0.072], [3.758, 0.003, -1.029], [4.822, -0.768, 0.169], [2.435, -3.363, -4.474], [2.577, -5.046, -3.978], [3.885, -4.276, -4.906], [5.188, -4.304, -1.482], [5.531, -4.869, -3.122], [4.217, -5.609, -2.193], [1.061, 2.485, -5.729], [0.314, 1.231, -6.730], [1.973, 1.767, -7.064], [2.435, -1.394, -5.242], [2.556, -0.657, -6.845], [0.979, -1.223, -6.247], [3.253, -4.811, 1.236], [2.047, -3.511, 1.455], [2.267, -3.237, 3.199], [0.697, -4.148, 1.233], [3.017, -5.634, 1.908], [4.249, -4.424, 1.436], [3.200, -5.149, 0.206], [3.296, -2.934, 3.376], [2.045, -4.164, 3.725], [1.570, -2.451, 3.473]],
  "mol_weight_g_mol": 1007.84,
  "e_homo_ev": -6.60,
  "total_energy_ev": -145187.0124,
  "lumo_ev": 0.12,
  "homo_lumo_gap_ev": 6.726,
  "relative_energy_kcal_mol": 0.00
}


No. 3
{
  "formula": "C50H82N14O6",
  "method": "ωB97M-V with the def2-TZVPD basis set",
  "symbols": ["N", "C", "C", "C", "C", "H", "H", "H", "H", "H", "N", "C", "C", "C", "C", "H", "H", "H", "H", "H", "N", "C", "C", "C", "C", "H", "H", "H", "H", "H", "N", "C", "C", "C", "C", "H", "H", "H", "H", "H", "N", "C", "C", "C", "C", "H", "H", "H", "H", "H", "N", "C", "C", "C", "C", "H", "H", "H", "H", "H", "N", "C", "C", "C", "C", "H", "H", "H", "H", "H", "N", "C", "C", "C", "C", "H", "H", "H", "H", "H", "C", "O", "N", "C", "C", "H", "H", "H", "H", "H", "H", "H", "C", "O", "N", "C", "C", "H", "H", "H", "H", "H", "H", "H", "C", "O", "N", "C", "C", "H", "H", "H", "H", "H", "H", "H", "C", "O", "N", "C", "C", "H", "H", "H", "H", "H", "H", "H", "C", "O", "N", "C", "C", "H", "H", "H", "H", "H", "H", "H", "C", "O", "N", "C", "C", "H", "H", "H", "H", "H", "H", "H"],
  "xyz": [[-13.125, -21.946, 5.048], [-14.206, -21.341, 5.477], [-15.223, -21.496, 4.526], [-14.747, -22.374, 3.538], [-13.450, -22.755, 3.980], [-12.204, -21.924, 5.461], [-14.189, -20.865, 6.447], [-16.191, -21.031, 4.643], [-15.294, -22.721, 2.674], [-12.799, -23.461, 3.485], [-14.717, -18.626, 9.652], [-14.055, -19.689, 10.205], [-14.476, -20.842, 9.518], [-15.311, -20.415, 8.509], [-15.374, -19.072, 8.559], [-14.704, -17.667, 9.970], [-13.389, -19.531, 11.040], [-14.272, -21.871, 9.776], [-15.769, -21.046, 7.762], [-15.735, -18.325, 7.868], [-19.191, -17.449, 11.113], [-18.637, -16.767, 10.135], [-19.424, -15.701, 9.820], [-20.523, -15.748, 10.633], [-20.343, -16.766, 11.521], [-18.871, -18.326, 11.499], [-17.683, -17.080, 9.739], [-19.148, -15.010, 9.037], [-21.345, -15.048, 10.610], [-20.957, -17.012, 12.374], [-21.867, -13.086, 3.581], [-21.473, -14.407, 3.346], [-20.175, -14.379, 2.818], [-19.796, -13.023, 2.763], [-20.898, -12.284, 3.074], [-22.719, -12.732, 3.991], [-22.117, -15.199, 3.700], [-19.515, -15.206, 2.601], [-18.804, -12.647, 2.561], [-20.967, -11.212, 3.185], [-18.810, -10.370, 5.138], [-17.940, -9.687, 5.881], [-17.835, -10.410, 7.056], [-18.477, -11.630, 6.855], [-19.084, -11.558, 5.689], [-19.121, -9.995, 4.254], [-17.572, -8.732, 5.534], [-17.306, -10.125, 7.954], [-18.497, -12.398, 7.615], [-19.744, -12.260, 5.201], [-24.506, -17.307, 2.506], [-23.800, -17.311, 3.703], [-22.516, -17.666, 3.438], [-22.449, -18.023, 2.090], [-23.647, -17.693, 1.485], [-25.503, -17.205, 2.385], [-24.310, -17.146, 4.640], [-21.726, -17.760, 4.169], [-21.620, -18.510, 1.598], [-23.963, -17.768, 0.455], [-19.209, -20.408, 6.124], [-20.252, -20.230, 5.298], [-21.384, -19.853, 6.042], [-20.980, -19.637, 7.352], [-19.611, -20.106, 7.430], [-18.300, -20.716, 5.808], [-20.213, -20.355, 4.226], [-22.377, -19.656, 5.667], [-21.564, -19.431, 8.236], [-18.938, -20.252, 8.262], [-18.832, -18.190, 0.785], [-17.932, -18.817, 0.002], [-17.174, -19.478, 0.829], [-17.529, -19.311, 2.155], [-18.601, -18.468, 2.086], [-19.542, -17.566, 0.430], [-17.966, -18.707, -1.071], [-16.320, -20.088, 0.574], [-17.065, -19.727, 3.037], [-19.181, -18.012, 2.875], [-23.633, -14.584, 6.109], [-23.978, -13.466, 5.700], [-22.475, -14.861, 6.782], [-22.186, -16.248, 7.102], [-21.545, -13.761, 7.174], [-24.199, -15.492, 5.852], [-22.220, -16.426, 8.177], [-21.169, -16.405, 6.742], [-22.855, -16.976, 6.643], [-21.506, -13.654, 8.258], [-20.592, -13.928, 6.673], [-21.764, -12.737, 6.871], [-15.559, -14.818, 9.422], [-15.091, -15.803, 9.993], [-15.070, -14.384, 8.213], [-14.216, -15.180, 7.296], [-15.324, -13.027, 7.719], [-16.182, -14.048, 9.902], [-14.450, -15.023, 6.244], [-14.401, -16.250, 7.397], [-13.165, -14.915, 7.411], [-15.696, -13.054, 6.695], [-15.969, -12.486, 8.411], [-14.385, -12.473, 7.722], [-11.451, -16.490, 5.527], [-10.615, -15.630, 5.477], [-11.740, -17.356, 6.504], [-12.713, -18.415, 6.385], [-10.946, -17.386, 7.733], [-12.096, -16.663, 4.652], [-13.132, -18.449, 5.379], [-13.552, -18.239, 7.058], [-12.304, -19.395, 6.629], [-11.560, -17.285, 8.628], [-10.396, -18.324, 7.803], [-10.163, -16.631, 7.803], [-15.905, -14.516, 1.138], [-15.756, -15.694, 1.319], [-15.362, -13.825, 0.137], [-15.526, -12.355, 0.106], [-14.637, -14.446, -0.994], [-16.426, -13.884, 1.873], [-14.577, -11.833, 0.228], [-16.159, -12.030, 0.932], [-15.917, -12.015, -0.853], [-13.783, -15.059, -0.705], [-15.292, -15.063, -1.609], [-14.231, -13.704, -1.681], [-16.458, -17.400, 5.343], [-16.657, -18.611, 5.537], [-17.386, -16.434, 5.486], [-17.154, -15.126, 4.905], [-18.743, -16.693, 6.037], [-15.502, -16.952, 5.030], [-18.108, -14.601, 4.875], [-16.638, -15.165, 3.945], [-16.626, -14.383, 5.502], [-18.864, -17.699, 6.440], [-18.887, -15.986, 6.854], [-19.508, -16.657, 5.262], [-13.329, -12.837, 3.593], [-13.962, -13.835, 3.918], [-13.831, -11.630, 3.542], [-12.958, -10.525, 2.960], [-15.215, -11.203, 3.874], [-12.269, -12.824, 3.295], [-11.897, -10.576, 3.201], [-13.281, -9.600, 3.438], [-13.187, -10.541, 1.895], [-15.112, -10.407, 4.612], [-15.664, -10.803, 2.965], [-15.812, -12.009, 4.301]],
  "mol_weight_g_mol": 975.30,
  "e_homo_ev": -7.53,
  "total_energy_ev": -86322.2872,
  "lumo_ev": 0.23,
  "homo_lumo_gap_ev": 7.767,
  "relative_energy_kcal_mol": 47.30
}